{"formula": "C54H51MgN7OPSSi", "method": "the ωB97M-V functional and the def2-TZVPD basis", "symbols": ["Mg", "C", "O", "C", "C", "C", "C", "C", "C", "C", "N", "C", "C", "N", "C", "C", "C", "C", "N", "C", "C", "N", "C", "C", "C", "C", "H", "H", "H", "H", "H", "H", "H", "H", "H", "H", "H", "H", "H", "H", "C", "Si", "C", "C", "C", "C", "H", "H", "H", "H", "H", "H", "H", "H", "H", "C", "N", "C", "C", "N", "C", "S", "H", "H", "H", "H", "H", "H", "H", "H", "N", "C", "C", "C", "C", "C", "C", "C", "H", "H", "H", "H", "H", "C", "C", "C", "C", "C", "C", "P", "C", "C", "C", "C", "C", "C", "C", "C", "C", "C", "C", "C", "H", "H", "H", "H", "H", "H", "H", "H", "H", "H", "H", "H", "H", "H", "H"], "xyz": [[0.222, 0.026, 0.470], [-4.658, 12.530, -2.994], [-5.408, 11.619, -2.225], [-4.880, 10.355, -2.116], [-5.532, 9.374, -1.319], [-4.961, 8.120, -0.976], [-3.769, 7.760, -1.633], [-3.172, 8.640, -2.461], [-3.663, 9.961, -2.638], [-3.131, 6.523, -1.150], [-3.733, 5.513, -0.553], [-2.747, 4.589, -0.344], [-1.531, 5.061, -0.850], [-1.798, 6.284, -1.406], [-0.323, 4.332, -0.916], [0.921, 4.784, -1.304], [1.974, 3.948, -1.117], [1.757, 2.616, -0.783], [0.562, 2.109, -0.450], [-0.464, 2.994, -0.471], [-1.658, 2.498, 0.096], [-1.630, 1.258, 0.647], [-2.677, 0.744, 1.253], [-3.886, 1.489, 1.318], [-3.943, 2.704, 0.794], [-2.787, 3.256, 0.189], [-5.244, 13.449, -2.936], [-4.653, 12.132, -4.048], [-3.613, 12.788, -2.651], [-6.453, 9.698, -0.817], [-5.458, 7.550, -0.161], [-2.279, 8.301, -2.898], [-3.045, 10.549, -3.334], [-1.131, 6.917, -1.759], [1.070, 5.739, -1.763], [3.027, 4.165, -1.339], [2.584, 2.009, -0.596], [-2.542, -0.231, 1.715], [-4.708, 1.007, 1.890], [-4.856, 3.285, 0.878], [0.346, -0.844, 6.416], [-0.595, -1.941, 5.176], [-0.148, -3.730, 5.404], [-2.405, -1.688, 5.362], [-0.093, -1.420, 3.391], [0.283, -0.940, 2.358], [0.036, -1.144, 7.412], [0.076, 0.265, 6.243], [1.361, -0.989, 6.285], [-0.706, -3.995, 6.364], [0.890, -3.963, 5.385], [-0.655, -4.269, 4.603], [-2.713, -1.420, 6.325], [-2.972, -2.499, 4.971], [-2.799, -0.814, 4.784], [-2.047, -3.468, -2.832], [-1.640, -3.685, -1.439], [-2.346, -4.693, -0.599], [-1.590, -4.455, 0.707], [-1.356, -3.036, 0.626], [-1.316, -2.670, -0.671], [-0.730, -1.234, -1.478], [-2.494, -4.379, -3.277], [-1.221, -3.254, -3.478], [-2.836, -2.717, -2.904], [-2.211, -5.697, -0.849], [-3.398, -4.424, -0.723], [-0.652, -4.908, 0.659], [-1.969, -4.687, 1.714], [-0.886, -2.504, 1.346], [0.660, -6.019, -1.863], [0.223, -7.117, -1.965], [-0.187, -8.467, -1.970], [-1.007, -8.787, -3.059], [-1.452, -10.069, -3.338], [-1.051, -11.072, -2.431], [-0.222, -10.729, -1.343], [0.285, -9.458, -1.073], [-1.300, -8.006, -3.662], [-2.172, -10.324, -4.114], [-1.312, -12.116, -2.551], [0.150, -11.450, -0.724], [1.018, -9.209, -0.275], [5.495, 1.189, 3.458], [4.214, 1.653, 3.221], [3.389, 1.167, 2.226], [3.863, 0.105, 1.491], [5.134, -0.420, 1.807], [6.002, 0.117, 2.750], [2.873, -0.545, 0.087], [3.634, 0.094, -1.433], [2.979, -0.077, -2.674], [3.489, 0.453, -3.826], [4.712, 1.176, -3.784], [5.397, 1.277, -2.586], [4.828, 0.776, -1.401], [3.151, -2.353, 0.036], [4.169, -2.931, -0.758], [4.488, -4.262, -0.705], [3.802, -5.077, 0.191], [2.793, -4.533, 0.934], [2.429, -3.220, 0.887], [6.173, 1.458, 4.242], [3.881, 2.502, 3.823], [2.449, 1.628, 2.085], [5.301, -1.368, 1.294], [6.855, -0.452, 3.036], [2.068, -0.675, -2.719], [3.040, 0.555, -4.781], [5.158, 1.553, -4.742], [6.281, 1.813, -2.488], [5.421, 0.918, -0.439], [4.716, -2.286, -1.416], [5.327, -4.610, -1.276], [3.932, -6.134, 0.211], [2.206, -5.188, 1.517], [1.718, -2.726, 1.578]], "atomic_forces_ev_per_a": [[0.1, 0.5, -0.3], [0.2, 0.5, -1.2], [0.5, -1.5, 0.8], [0.1, -0.7, 0.7], [-0.1, 0.0, 1.0], [-1.2, 2.1, -0.6], [-1.4, -1.4, 2.7], [-0.7, 1.8, 0.0], [1.3, -0.9, -1.6], [-0.1, 0.2, -1.2], [0.3, 0.4, 0.1], [1.4, 0.1, -0.6], [-0.6, 0.1, -0.5], [-1.3, -1.0, 1.2], [-1.2, -1.2, 0.6], [0.4, 0.2, -0.3], [1.4, -0.9, -0.8], [-1.7, 0.5, 1.2], [1.2, 1.0, -0.3], [1.6, -0.3, -0.1], [-0.8, -1.1, 0.8], [0.5, -0.9, 0.3], [0.0, 1.2, -0.5], [-0.2, -3.2, 1.8], [-0.2, 1.8, -0.6], [-1.9, 1.3, -0.1], [0.2, -0.1, -0.3], [0.3, 0.7, 0.8], [-1.0, -0.8, -0.1], [0.3, -0.2, -0.2], [0.6, 0.1, -1.0], [1.1, 0.2, -0.9], [-0.6, 0.1, 0.6], [0.5, 0.7, -0.3], [0.0, 0.6, 0.1], [-0.6, 0.4, 0.0], [1.1, -0.9, -0.2], [-0.1, 0.1, -0.1], [0.4, 0.6, -0.7], [0.2, 0.1, -0.2], [-2.9, 1.3, -0.9], [1.5, 1.1, -1.0], [-2.2, 0.2, 0.9], [-0.4, 1.4, -1.9], [-1.0, -1.3, 3.7], [0.3, 1.2, -2.5], [0.1, 0.1, 0.3], [0.5, -1.7, 0.3], [2.2, -0.1, -0.1], [1.1, -0.1, -1.0], [0.8, -0.2, 0.3], [0.0, -0.2, 0.0], [-0.4, -0.2, 1.8], [-0.5, -0.9, 0.0], [0.7, -0.5, 0.1], [-1.0, -1.2, -0.1], [-1.3, -1.5, -1.1], [0.2, 1.4, 0.3], [-1.5, 1.0, 1.1], [-0.2, 1.5, -0.9], [1.9, 1.1, 0.0], [-0.3, -0.4, 1.2], [0.3, 0.1, 0.7], [0.6, 0.5, 0.0], [0.3, 0.3, 0.0], [0.4, -1.5, -1.1], [-0.2, -0.2, 0.9], [1.6, -1.3, -0.4], [-0.7, -0.2, -0.7], [0.2, 0.2, 0.2], [-1.6, -3.4, -0.5], [2.3, 4.3, 1.3], [0.0, -1.1, -0.5], [0.1, -1.4, 0.9], [0.0, -1.1, 1.5], [0.6, 1.0, 0.2], [0.0, 1.4, -1.1], [-0.8, 0.8, -1.2], [-0.6, 1.6, -1.4], [0.4, 0.3, -0.1], [-0.2, 0.1, -0.1], [0.6, -2.2, 1.5], [-0.8, -0.4, -0.6], [0.7, -0.9, 0.1], [0.3, 1.6, 0.9], [1.2, -0.1, 0.4], [0.8, -0.5, -0.5], [-0.7, -0.9, -0.9], [-2.2, -0.8, -0.9], [-0.9, -0.3, 0.3], [0.3, -0.5, -0.3], [-0.6, -0.6, 0.5], [1.9, 1.8, 0.1], [0.3, -0.5, -0.4], [-1.9, -0.4, 0.2], [1.6, 0.4, 0.7], [0.6, -0.9, 0.0], [-0.7, 1.3, 0.3], [0.1, -0.4, 0.7], [0.1, 0.5, -1.2], [-0.7, -0.5, 0.2], [0.4, 2.7, 0.0], [-0.3, 1.1, 0.6], [-0.1, -0.3, -0.1], [-1.0, 0.2, -0.2], [0.7, 0.2, 0.1], [0.8, 0.1, 0.1], [0.0, 0.2, 0.1], [-1.0, -0.9, -0.5], [-0.6, -0.2, 1.1], [1.6, 0.8, -0.1], [-1.0, -0.2, -1.3], [0.3, 0.2, -0.3], [0.1, -0.3, -0.3], [0.4, -0.6, 0.1], [-0.5, -0.7, 0.9], [0.2, -0.8, -0.5]], "mulliken_charge": [2.269, -0.758, -0.424, 0.634, -0.526, -0.532, 0.226, -0.917, -0.180, 0.302, -0.799, 0.523, -0.052, -0.100, 0.556, -0.549, -1.631, -0.498, -0.223, -0.049, -0.495, 0.200, 0.019, -0.838, -0.804, 0.739, 0.242, 0.353, 0.283, 0.362, 0.342, 0.462, 0.312, 0.261, 0.461, 0.442, 0.731, 0.486, 0.388, 0.556, -1.005, -0.037, -0.864, -1.060, -0.243, -0.363, 0.338, 0.249, 0.344, 0.260, 0.343, 0.238, 0.416, 0.361, 0.259, -1.168, 0.364, -0.927, -0.304, 0.299, 0.203, -0.560, 0.352, 0.341, 0.460, 0.355, 0.414, 0.172, 0.383, -0.200, -0.453, 0.064, 0.697, -0.351, -0.687, -0.377, -0.518, -0.503, 0.514, 0.375, 0.390, 0.441, 0.427, -0.564, -0.796, -0.128, 0.184, -0.101, -0.731, 0.644, -0.340, -0.561, -0.597, -0.490, -0.706, 0.359, 0.319, -0.219, -0.788, -0.774, -0.552, -0.233, 0.374, 0.401, 0.411, 0.435, 0.436, 0.392, 0.428, 0.317, 0.486, 0.203, 0.453, 0.452, 0.417, 0.483, 0.175], "largest_force_ev_per_a": 5.04, "de_lowest_ev": 3.7990, "homo_energy_ev": -9.85, "total_charge": 1}